The following is a DFT calculation (wB97M-V/def2-TZVPD) of a single CH3NO2 molecule in a non-equilibrium geometry.

Each line ends with the Löwdin charge.
Geometry (Å):
C  -0.1885  0.4821  -0.6325  -0.11
N  0.4721  -0.6251  0.0966  -0.06
O  0.8629  -1.6157  1.9775  0.09
O  0.2570  -0.6805  1.3261  -0.17
H  -1.2656  0.2650  -0.9608  0.09
H  -0.2617  1.5436  -0.1625  0.10
H  0.1238  0.6305  -1.6444  0.05

Computed properties:
* 2S+1: 3
* energy relative to the best compared isomer or geometry (same formula, charge and spin): 3.565 eV
* total charge: 0
* frontier orbital gap (alpha / beta): 0.3550 / 0.2980 Ha
* LUMO level (alpha / beta): 1.08 / -2.47 eV